Record 1
Formula: C40H47N3P
Source: the OMol25 dataset
Level of theory: the ωB97M-V functional and the def2-TZVPD basis

Structure (XYZ):
```
91
Properties=species:S:1:pos:R:3:forces:R:3
C -5.5028 -5.0227 -1.4018 -0.21 -0.11 -0.04
C -4.1832 -4.3692 -1.1035 0.40 0.34 -0.08
C -3.0078 -5.1182 -1.0919 -0.08 0.15 0.21
C -1.7627 -4.5581 -0.8020 -0.19 0.46 -0.17
C -0.5839 -5.4713 -0.7962 0.25 -0.60 0.03
C -1.6611 -3.1705 -0.5644 -0.51 -0.28 -0.04
N -0.3830 -2.5586 -0.2958 -0.04 0.72 -0.61
P 0.4892 -1.3825 -1.2524 0.08 -0.45 0.26
H 0.0319 -0.0792 -0.3893 1.27 -1.76 -0.47
N 2.0371 -2.0173 -0.6363 -0.90 1.11 -0.75
C 3.3418 -2.2565 -1.2637 0.53 0.24 0.08
C 4.3480 -1.2638 -1.2672 -0.09 -0.12 0.11
C 4.0545 0.1384 -0.8536 0.08 0.36 0.23
C 5.6661 -1.5660 -1.6103 -0.14 -0.32 -0.03
C 6.0404 -2.8447 -2.0193 -0.51 0.19 0.00
C 7.4780 -3.1364 -2.3496 0.18 -0.10 -0.11
C 5.0274 -3.8080 -2.1010 0.28 0.39 0.13
C 3.7127 -3.5450 -1.6975 -0.10 0.20 0.11
C 2.7373 -4.6760 -1.7005 -0.10 -0.61 -0.21
C 1.7572 -2.6847 0.5573 -0.83 -0.95 0.86
C 0.4449 -2.9945 0.7332 1.28 -0.15 0.17
C -2.8427 -2.4042 -0.5486 0.26 -0.39 -0.08
C -2.7868 -0.9534 -0.2001 -0.15 0.30 0.05
C -4.0740 -3.0008 -0.8379 0.20 -0.38 0.02
H -6.3344 -4.3377 -1.2134 0.10 -0.10 -0.04
H -5.5659 -5.3509 -2.4484 0.06 0.11 0.21
H -5.6484 -5.9144 -0.7790 0.03 0.20 -0.11
H -3.0555 -6.1880 -1.3075 0.00 0.26 0.11
H -0.0199 -5.4453 0.1450 -0.08 0.04 -0.33
H -0.9552 -6.4925 -0.9244 0.20 0.08 0.03
H 0.1035 -5.2761 -1.6238 -0.10 0.10 0.21
H 4.1502 0.8405 -1.6989 -0.13 -0.32 0.21
H 3.0453 0.1857 -0.4503 0.16 0.12 -0.08
H 4.7670 0.4836 -0.0793 -0.30 -0.17 -0.28
H 6.4323 -0.7884 -1.5217 -0.31 -0.18 -0.09
H 7.6027 -4.1740 -2.6728 0.03 0.17 0.03
H 7.8512 -2.4764 -3.1463 -0.16 -0.20 0.18
H 8.1247 -2.9723 -1.4764 -0.20 -0.06 -0.16
H 5.2824 -4.8022 -2.4697 -0.13 0.16 0.18
H 3.1991 -5.5309 -2.2078 -0.19 0.10 0.08
H 2.4752 -5.0139 -0.6870 -0.02 0.24 -0.26
H 1.8159 -4.4335 -2.2412 0.18 0.10 0.19
H 2.5860 -3.0112 1.1810 -0.27 0.15 -0.03
H 0.0211 -3.6157 1.5101 0.12 0.20 0.11
H -3.7984 -0.5521 -0.0622 0.20 -0.04 -0.04
H -2.2303 -0.7796 0.7304 0.00 -0.05 -0.24
H -2.3148 -0.3732 -1.0013 0.03 -0.06 0.14
H -4.9740 -2.3892 -0.8431 0.13 -0.03 0.07
C 2.0470 1.1559 1.8371 0.08 -0.40 0.29
C 2.2433 2.5532 1.2477 -0.26 0.27 0.51
C 3.5217 3.1704 1.8411 0.03 -0.05 -0.11
C 2.2934 2.6143 -0.2878 0.06 0.15 -0.49
C 1.0204 3.3483 1.6357 1.17 0.75 0.00
N 1.1316 4.4473 2.3937 0.08 -1.05 -0.18
C -0.0775 5.1227 2.4853 -0.81 0.54 -0.37
C -1.0143 4.4262 1.7022 -0.11 0.38 0.51
C -2.2257 5.0718 1.4417 -0.30 0.04 0.07
C -2.5249 6.2837 2.0809 0.39 -0.17 -0.12
C -1.5688 6.9385 2.8762 0.11 -0.49 0.06
C -0.3063 6.3613 3.0690 -0.35 0.04 -0.06
C -0.3345 3.2051 1.1960 -0.75 -0.37 -0.19
C -0.8963 2.1893 0.4010 -0.13 2.49 0.14
C -2.3423 2.1481 0.3192 -1.11 -0.35 0.08
C -3.1485 2.2204 1.4897 0.35 0.17 -0.19
C -4.5020 2.5108 1.4113 0.21 -0.04 -0.04
C -5.1021 2.7685 0.1686 0.23 -0.03 0.12
C -6.5016 3.3023 0.0984 -0.23 0.01 -0.13
C -4.3574 2.5403 -0.9937 0.01 -0.09 -0.14
C -3.0210 2.1699 -0.9290 0.70 0.21 0.33
H 1.1999 0.6408 1.3700 0.26 -0.05 0.04
H 2.9609 0.5529 1.7220 -0.42 0.15 0.04
H 1.8207 1.2510 2.9132 0.17 -0.14 -0.33
H 3.7174 4.1701 1.4338 -0.03 -0.12 0.09
H 3.4898 3.2146 2.9382 0.02 -0.02 -0.19
H 4.3758 2.5355 1.5698 -0.24 0.16 0.07
H 1.8591 3.5549 -0.6537 0.15 -0.14 0.09
H 3.3318 2.5844 -0.6454 -0.41 -0.12 0.13
H 1.7290 1.7909 -0.7455 0.26 0.25 0.08
H 1.9779 4.7651 2.8573 -0.14 -0.28 -0.29
H -2.9331 4.6401 0.7343 0.07 0.14 0.37
H -3.5193 6.7213 1.9590 0.45 -0.07 -0.12
H -1.8140 7.8950 3.3353 0.11 -0.26 -0.09
H 0.4806 6.8445 3.6462 -0.24 0.03 -0.13
H -0.2917 1.7296 -0.3694 0.01 -0.47 0.36
H -2.6729 2.0999 2.4660 -0.14 0.06 -0.29
H -5.0981 2.6141 2.3223 0.25 -0.09 -0.27
H -6.8123 3.4388 -0.9424 -0.01 -0.06 0.22
H -7.2115 2.6314 0.5959 0.12 0.09 -0.10
H -6.5755 4.2771 0.5998 0.08 -0.23 -0.08
H -4.8386 2.6649 -1.9684 0.20 -0.06 0.34
H -2.4479 1.9861 -1.8421 -0.22 0.16 0.22
```
Positions in Å, forces in eV/Å.

Computed properties:
Energy above the lowest of the compared OMol25 structures with the same formula, charge and spin, kcal per mole: 24.6
HOMO-LUMO gap, eV: 4.702
Total charge: +1
HOMO, eV: -9.274

=====

Record 2
Formula: C8H15NOS2
Source: the OMol25 dataset
Level of theory: the ωB97M-V functional and the def2-TZVPD basis

Structure (XYZ):
```
27
Properties=species:S:1:pos:R:3:forces:R:3
C 1.7352 -2.5395 -0.3854 0.58 0.55 0.87
C 1.9344 -0.2386 1.0154 1.55 -0.53 0.82
C 0.5355 0.1505 1.2716 -1.72 0.61 0.31
C 0.2015 1.5524 0.6885 0.74 -0.28 0.02
C -1.3038 1.7852 0.5769 -0.47 0.25 0.99
C -1.8371 1.7943 -0.8399 -0.25 0.03 -0.09
C -1.5554 0.5158 -1.5950 -0.43 -0.06 -1.17
C -2.3114 -1.5842 -0.3769 0.10 0.30 -0.64
H 1.7731 -3.0500 -1.3256 -0.05 -0.29 -0.51
H 2.4893 -2.9563 0.3068 -0.30 0.17 -0.34
H 0.7419 -2.6031 0.0668 0.04 0.08 -0.17
H 2.3210 -1.0047 1.7214 -0.30 0.14 -0.55
H 2.5993 0.6149 1.1859 0.02 0.00 -0.41
H -0.1789 -0.6037 0.8844 0.31 0.30 0.03
H 0.3296 0.1743 2.3574 0.14 -0.03 -0.36
H 0.6530 1.6188 -0.3172 -0.05 0.05 0.28
H 0.7367 2.3224 1.3017 -0.60 -0.55 -0.42
H -1.8316 0.9846 1.1371 0.19 0.48 -0.12
H -1.5726 2.7441 1.0596 0.01 -0.47 -0.19
H -1.3803 2.6049 -1.3920 0.17 0.28 -0.24
H -2.9185 1.9705 -0.8513 0.13 0.01 0.08
H -1.8848 0.5908 -2.6528 0.13 0.14 0.59
H -0.5004 0.2836 -1.6344 0.42 -0.06 0.11
N -2.2457 -0.6015 -1.0383 -0.20 -1.09 0.98
O 3.7016 -0.7614 -0.8918 -0.84 -0.18 0.01
S 2.2144 -0.7969 -0.6838 0.68 -0.30 0.20
S -2.4460 -2.9670 0.4108 0.01 0.47 -0.08
```
Positions in Å, forces in eV/Å.

Computed properties:
Energy above the lowest of the compared OMol25 structures with the same formula, charge and spin, kcal per mole: 49.1
HOMO-LUMO gap, eV: 9.634
Total charge: 0
HOMO, eV: -8.989

=====

Record 3
Formula: C6H12O
Source: the OMol25 dataset
Level of theory: the ωB97M-V functional and the def2-TZVPD basis

Structure (XYZ):
```
19
Properties=species:S:1:pos:R:3:forces:R:3
C -1.2326 1.3872 -1.2043 -0.04 -0.10 0.10
C 0.2123 1.3180 -0.6765 -0.14 0.36 -0.24
C 0.7741 -0.0807 -0.5897 -0.09 -0.05 -0.11
C 1.7376 -0.5106 0.4991 0.15 -0.02 0.09
C 0.3533 -1.0629 0.4673 0.01 0.28 0.12
C -0.6461 -0.6915 1.5337 -0.06 0.00 0.04
O 0.2958 -2.4123 0.0812 -0.23 -0.12 -0.11
H -1.4998 2.4113 -1.4830 0.07 -0.12 0.01
H -1.9683 1.0607 -0.4622 0.18 -0.02 0.01
H -1.3742 0.7493 -2.0838 0.13 0.12 0.04
H 0.2728 1.8315 0.2913 0.00 -0.15 -0.10
H 0.8395 1.9064 -1.3613 0.01 -0.13 0.18
H 0.9688 -0.5469 -1.5560 -0.06 0.06 0.15
H 1.9916 0.1944 1.2890 -0.08 -0.08 -0.18
H 2.5272 -1.2018 0.2208 -0.09 0.14 0.04
H -0.5092 -1.3431 2.4014 -0.03 0.08 -0.06
H -1.6718 -0.8215 1.1653 0.13 0.01 0.07
H -0.5326 0.3481 1.8581 0.00 -0.17 -0.08
H -0.5386 -2.5358 -0.3904 0.14 -0.08 0.05
```
Positions in Å, forces in eV/Å.

Computed properties:
Energy above the lowest of the compared OMol25 structures with the same formula, charge and spin, kcal per mole: 23.5
SMILES string: CC[C@H]1C[C@]1(C)O
HOMO-LUMO gap, eV: 10.447
Total charge: 0
HOMO, eV: -9.452

=====

These records have LUMO energy values of -4.572 0.645 0.995 eV, in the order they appear.